1.
A structure of composition C46H55BBiN11O2. Source: the OMol25 dataset; level of theory: ωB97M-V/def2-TZVPD.

Cartesian coordinates (Å):
1 Bi 0.497294 -0.037832 0.078902
2 C -1.928686 2.325264 -1.451284
3 C -1.526620 1.872394 -2.702062
4 C -1.825393 0.384908 -2.745953
5 C -2.399491 0.080331 -1.541366
6 C -2.547811 1.278561 -0.739676
7 C -3.473596 1.424101 0.437089
8 C -3.438097 0.186847 1.337279
9 C -4.894352 1.575706 -0.150260
10 C -3.152618 2.666914 1.272522
11 C -1.677916 -0.676290 -3.841841
12 C -0.249791 -1.251322 -3.889582
13 C -2.093554 -0.151480 -5.223756
14 C -2.600501 -1.869600 -3.539558
15 C -1.137843 2.878403 -3.783417
16 C -2.453784 3.318023 -4.468956
17 C -0.525875 4.137767 -3.139082
18 C -0.136268 2.381069 -4.854687
19 H -1.881875 3.349891 -1.111764
20 H -2.793471 -0.887909 -1.263268
21 H -3.724978 -0.721554 0.799444
22 H -4.136988 0.319232 2.167236
23 H -2.435887 0.053593 1.753629
24 H -5.152939 0.725974 -0.787784
25 H -4.969085 2.487496 -0.746664
26 H -5.622878 1.632902 0.663548
27 H -2.167840 2.588491 1.734660
28 H -3.891685 2.775037 2.069893
29 H -3.182845 3.577935 0.669297
30 H 0.514168 -0.502072 -4.078762
31 H -0.183695 -1.999486 -4.684666
32 H -0.006881 -1.742289 -2.940936
33 H -1.458995 0.652547 -5.592306
34 H -3.125897 0.207766 -5.197005
35 H -2.043832 -0.968830 -5.946628
36 H -2.282341 -2.418018 -2.648669
37 H -2.566366 -2.567032 -4.378958
38 H -3.635998 -1.549326 -3.405878
39 H -3.123728 3.773875 -3.737474
40 H -2.975939 2.480952 -4.931154
41 H -2.234350 4.056070 -5.245578
42 H -1.269685 4.726696 -2.599358
43 H -0.116688 4.775847 -3.925352
44 H 0.283021 3.876138 -2.449693
45 H -0.041685 1.302118 -4.893187
46 H 0.859319 2.791208 -4.671466
47 H -0.441490 2.721471 -5.845815
48 C 3.345685 0.466343 -3.387705
49 C 2.242797 0.796528 -2.604705
50 N 2.130435 -0.060528 -1.594957
51 N 3.146381 -0.945261 -1.692392
52 C 3.897923 -0.636556 -2.764947
53 B 3.427639 -1.953395 -0.546085
54 N 2.210098 -2.914128 -0.369228
55 C 2.204170 -4.240186 -0.132801
56 C 0.904613 -4.634782 0.118908
57 C 0.162605 -3.459068 0.037858
58 N 0.954421 -2.427611 -0.251396
59 N 3.535626 -1.117347 0.777782
60 C 4.500745 -1.096473 1.714329
61 C 4.046574 -0.388473 2.810065
62 C 2.761287 0.003010 2.475505
63 N 2.446436 -0.427382 1.248098
64 N 4.638436 -2.777952 -0.923896
65 C 4.661369 -3.640921 -1.980806
66 C 5.927262 -4.145774 -2.080481
67 C 6.630690 -3.525601 -1.024540
68 N 5.859669 -2.704639 -0.337550
69 H 3.702406 0.964366 -4.274845
70 H 1.542075 1.613362 -2.690339
71 H 4.782966 -1.205747 -3.005956
72 H 3.116687 -4.814832 -0.163126
73 H 0.552442 -5.632549 0.327131
74 H -0.900023 -3.307944 0.177066
75 H 5.434535 -1.595090 1.517496
76 H 4.579017 -0.177301 3.723124
77 H 2.047232 0.551750 3.064548
78 H 3.778792 -3.820320 -2.579645
79 H 6.297494 -4.860068 -2.798655
80 H 7.667695 -3.646359 -0.744911
81 C -1.595630 -1.186781 4.504587
82 C -0.829976 -1.199481 3.265001
83 N -0.191131 -1.184004 2.312844
84 H -2.618083 -1.505849 4.306239
85 H -1.596797 -0.167232 4.889429
86 H -1.144256 -1.857558 5.234015
87 O 1.435976 2.281811 -0.171463
88 C 1.037668 2.622934 0.965370
89 N 1.212580 3.794082 1.598844
90 C 0.689352 3.730036 2.964505
91 C 0.088299 2.291878 2.945335
92 O -0.511848 1.769091 3.865368
93 N 0.335331 1.737584 1.724503
94 C -0.411729 4.753951 3.235128
95 C -0.981254 4.814341 4.505452
96 C -1.974556 5.739084 4.782263
97 C -2.406607 6.620217 3.797803
98 C -1.849421 6.558241 2.530729
99 C -0.858413 5.623737 2.247185
100 C 1.838353 3.869654 3.975586
101 C 2.024825 2.998809 5.043025
102 C 3.074771 3.197634 5.935731
103 C 3.944757 4.263920 5.771768
104 C 3.756809 5.140929 4.710939
105 C 2.709978 4.946192 3.825469
106 H 1.761432 4.549102 1.226599
107 H -0.644434 4.131997 5.277318
108 H -2.411744 5.775994 5.772690
109 H -3.171228 7.353517 4.020778
110 H -2.184023 7.234955 1.754645
111 H -0.447164 5.572692 1.246467
112 H 1.344179 2.171348 5.197302
113 H 3.203487 2.514451 6.767273
114 H 4.756967 4.419015 6.470770
115 H 4.424332 5.983256 4.574336
116 H 2.564449 5.661220 3.021628

Forces on atoms 1 to 3 (eV/Å):
Bi 0.4 0.2 0.1
C 0.0 -0.1 0.1
C 0.1 -0.1 0.0

Total charge: +1
ΔE to the lowest compared entry with this formula, charge and spin: 1.8 kcal/mol
Multiplicity: 2

---

2.
A cluster of 4 separate species, C46H55Cl2F2IN4O6S in total. Source: the OMol25 dataset; level of theory: ωB97M-V/def2-TZVPD.

Cartesian coordinates (Å):
1 C -1.228780 2.655357 0.587043
2 C -2.133099 1.905707 1.553320
3 C -3.311678 1.239106 0.823822
4 I -4.315879 -0.158039 2.137529
5 C -3.018738 0.615723 -0.515449
6 C -2.067591 -0.413688 -0.626941
7 C -1.746935 -0.957640 -1.856660
8 C -2.416817 -0.492232 -2.976956
9 C -3.380623 0.493434 -2.913206
10 C -3.970206 0.884135 -4.251567
11 O -5.343956 0.584865 -4.458791
12 C -5.741260 -0.697494 -4.192272
13 C -6.918797 -0.869516 -3.479146
14 C -7.388083 -2.143527 -3.207843
15 C -6.690163 -3.263813 -3.644165
16 C -5.528120 -3.083116 -4.380994
17 C -5.048943 -1.811824 -4.655080
18 C -3.691718 1.077078 -1.661508
19 C -4.739673 2.181790 -1.587110
20 C -4.439843 3.412655 -2.446659
21 F -5.972119 1.637443 -1.984000
22 N -0.778215 -1.985278 -2.054964
23 C -1.356607 -3.348569 -2.070347
24 C -2.019451 -3.735509 -3.388029
25 C -1.227722 -3.402600 -4.635184
26 F -2.156619 -3.163794 -5.675768
27 C 0.369201 -1.893950 -1.228600
28 C 1.617508 -2.235873 -1.738394
29 O 1.722701 -2.622668 -3.076113
30 C 1.984930 -1.599018 -3.959878
31 O 1.455254 -1.587220 -5.036899
32 C 2.981519 -0.563779 -3.542256
33 C 4.330599 -0.893700 -3.547379
34 C 5.264360 0.054313 -3.150480
35 C 4.839196 1.311916 -2.742727
36 C 3.491793 1.638189 -2.745276
37 C 2.553741 0.697818 -3.145926
38 C 2.749864 -2.200053 -0.945009
39 C 2.671038 -1.785458 0.371517
40 C 1.443850 -1.403102 0.906719
41 C 1.374046 -0.937137 2.309128
42 Cl 0.512542 -1.960520 3.411962
43 C 1.930486 0.189505 2.755236
44 C 1.925166 0.697720 4.159976
45 Cl 2.749525 1.237479 1.645331
46 C 0.306358 -1.480972 0.100450
47 S -1.256853 -1.061610 0.805980
48 H -0.643683 1.980467 -0.037869
49 H -0.561070 3.337567 1.109567
50 H -1.837182 3.263812 -0.085909
51 H -1.588851 1.216791 2.191496
52 H -2.583011 2.647076 2.217282
53 H -4.043346 2.014523 0.701645
54 H -2.159432 -0.915958 -3.938280
55 H -3.869553 1.945344 -4.445828
56 H -3.387743 0.383406 -5.028937
57 H -7.482365 -0.016597 -3.133849
58 H -8.306140 -2.282321 -2.653881
59 H -7.022642 -4.269367 -3.431822
60 H -4.962896 -3.927466 -4.752810
61 H -4.142253 -1.687826 -5.231617
62 H -4.934712 2.592296 -0.601749
63 H -3.368689 3.562510 -2.561343
64 H -4.856019 4.285115 -1.945749
65 H -4.936759 3.335475 -3.408998
66 H -0.524958 -4.031236 -1.889258
67 H -2.063158 -3.482142 -1.247715
68 H -2.254101 -4.798659 -3.377255
69 H -2.961123 -3.188420 -3.466373
70 H -0.616804 -4.232281 -4.984641
71 H -0.638347 -2.499021 -4.542188
72 H 4.666741 -1.877953 -3.844366
73 H 6.316394 -0.191047 -3.135333
74 H 5.577619 2.030996 -2.416330
75 H 3.149257 2.609252 -2.417860
76 H 1.492707 0.906403 -3.145281
77 H 3.695319 -2.500229 -1.369648
78 H 3.558904 -1.757715 0.985796
79 H 1.176691 1.490691 4.222095
80 H 2.894551 1.130540 4.387081
81 H 1.699249 -0.091961 4.867098
82 C 4.764523 -3.690063 4.080892
83 N 5.057328 -2.432018 4.737889
84 C 5.770131 -2.447078 6.011380
85 C 4.690571 -1.259440 4.205432
86 O 4.911112 -0.164830 4.699989
87 H 4.141981 -4.317394 4.721475
88 H 5.689594 -4.224920 3.858415
89 H 4.230760 -3.505893 3.149760
90 H 5.153447 -1.988273 6.785818
91 H 6.697387 -1.886539 5.924057
92 H 5.991709 -3.475624 6.281937
93 H 4.156808 -1.369784 3.245668
94 C 8.768945 1.439670 3.277255
95 N 9.214689 0.333150 4.099428
96 C 10.588978 0.297932 4.569853
97 C 8.388857 -0.668173 4.446672
98 O 8.710373 -1.616352 5.144416
99 H 9.353331 1.490761 2.355977
100 H 8.880259 2.383280 3.814737
101 H 7.719399 1.306242 3.022779
102 H 11.088773 -0.602531 4.212199
103 H 10.615772 0.286309 5.659594
104 H 11.115685 1.175378 4.203361
105 H 7.371307 -0.548013 4.044039
106 C -6.709687 4.763788 3.822247
107 N -6.201361 4.725866 2.464692
108 C -6.884259 5.482044 1.425658
109 C -5.120653 4.012751 2.129800
110 O -4.662890 3.949535 0.996567
111 H -7.732131 4.384365 3.854409
112 H -6.702202 5.787016 4.201478
113 H -6.086794 4.146068 4.465251
114 H -7.229419 4.812671 0.637531
115 H -6.204539 6.208138 0.979866
116 H -7.734889 5.999526 1.860694
117 H -4.670678 3.467831 2.975177

Forces on atoms 1 to 3 (eV/Å):
C -0.1 0.0 -0.3
C -0.2 0.3 0.2
C 0.5 -0.1 0.0

Electronic energy: -116255.949 eV

---

> Which formula does entry 2 have?

C46H55Cl2F2IN4O6S